A molecular structure, C7H20ClHoOSiZr in a non-equilibrium geometry. Source: OMol25; level of theory: the ωB97M-V functional and the def2-TZVPD basis.

Each line ends with the Mulliken charge.
Geometry (Å):
Ho1 0.4836 0.3018 -3.6437  1.18
Cl1 1.2514 -1.5780 -1.9999  -0.53
C1 2.5304 1.3062 -3.8903  -1.29
C2 -0.5767 -1.1226 -5.0649  -1.27
H1 2.5827 1.7291 -4.9187  0.33
H2 2.6800 2.1534 -3.2106  0.29
H3 3.4010 0.6581 -3.7713  0.30
H4 -0.5375 -0.6855 -6.0868  0.32
H5 -1.6379 -1.2309 -4.8078  0.30
H6 -0.1530 -2.1283 -5.1193  0.29
Zr1 -0.0239 -0.0430 -0.3779  1.67
C3 -1.8339 -1.1407 0.1678  -1.20
C4 -0.7962 1.2868 -1.9170  -1.59
H7 -2.7213 -0.7130 -0.3125  0.34
H8 -1.7677 -2.1984 -0.1169  0.34
H9 -1.9187 -1.0403 1.2582  0.18
H10 -1.6703 1.2370 -2.6200  0.43
H11 -0.4895 2.3070 -2.2108  0.39
C5 -1.4825 0.8918 3.5516  -0.96
Si1 0.1190 0.0961 3.0011  0.45
C6 1.6203 0.9275 3.6843  -1.04
C7 0.0226 -1.7121 3.5241  -1.00
O1 0.5088 0.4571 1.4230  -0.76
H12 -1.5292 0.9156 4.6492  0.35
H13 -2.4006 0.3916 3.2234  0.34
H14 -1.5477 1.9315 3.2139  0.30
H15 1.6934 0.9636 4.7733  0.34
H16 2.5120 0.4302 3.2857  0.26
H17 1.6472 1.9520 3.2947  0.26
H18 -0.8704 -2.2611 3.2019  0.34
H19 0.8864 -2.2997 3.1935  0.32
H20 0.0182 -1.7828 4.6226  0.35

Cartesian forces (eV/Å) of the 2 atoms listed first:
Ho 0.2 0.2 -0.3
Cl -0.1 0.0 0.8

Properties
- Multiplicity: 5
- Gap between HOMO and LUMO (alpha / beta): 8.0 / 7.9 eV
- E_HOMO (alpha / beta): -0.298 / -0.296 hartree